Computed, not measured: a 2-piece molecular cluster, C12H19N4 overall at a distorted geometry, with ωB97M-V/def2-TZVPD.

Atoms and positions in Å:
C: 0.9355 -2.9392 -1.1967
C: 1.5271 -1.6017 -0.9704
C: 2.2914 -0.8860 -1.8329
C: 1.6493 -0.9740 0.3614
C: 2.3846 0.2200 0.1176
C: 1.2114 -1.4443 1.5527
C: 2.6032 1.0588 1.1749
C: 1.4778 -0.5176 2.5857
C: 2.1419 0.7124 2.4781
N: 2.6757 0.3384 -1.2392
H: 0.8181 -3.5117 -2.1580
H: -0.0708 -3.0468 -0.7491
H: 2.4449 -1.0410 -2.8796
H: 3.5158 0.8110 -1.5457
H: 0.8083 -2.4204 1.7174
H: 3.0741 1.9915 1.0222
H: 1.1403 -0.8558 3.5826
H: 2.2632 1.3012 3.3684
H: 1.5056 -3.6587 -0.5677
C: -3.4119 1.5083 0.2671
C: -3.4503 0.0474 0.6997
C: -1.2678 1.3995 -0.9779
N: -2.5859 1.7008 -0.9559
N: -0.5604 1.3976 0.1345
N: -0.6097 1.1856 -2.1365
H: -4.4089 1.7981 -0.0618
H: -3.0977 2.2356 0.9939
H: -2.7726 -0.0820 1.5509
H: -3.3373 -0.8027 0.0169
H: -3.1083 1.7562 -1.8170
H: -0.9981 1.7100 0.9903
H: 0.3923 1.1127 0.3276
H: -1.0950 0.6100 -2.8075
H: 0.4080 1.1684 -2.1144
H: -4.4937 -0.2818 1.0685

Computed properties:
* ΔE to the lowest compared entry with this formula, charge and spin: 106.3 kJ/mol
* total energy: -18707.0670 eV
* LUMO level: -2.43 eV
* orbital gap: 8.8 eV
* HOMO: -11.195 eV
* net charge: +1

Want to see where the charge sits? The Mulliken charges in e are: -1.356, 0.798, -1.148, 1.615, -0.748, -0.696, -0.363, -0.451, -0.940, -0.064, 0.368, 0.289, 0.404, 0.271, 0.522, 0.451, 0.346, 0.461, 0.306, -0.708, -0.912, 0.630, -0.206, -0.174, -0.398, 0.400, 0.356, 0.286, 0.325, 0.300, 0.296, -0.032, 0.232, 0.209, 0.332

Computed, not measured: one molecule with the formula C12H19NO3, with ωB97M-V/def2-TZVPD.

Atoms and positions in Å:
C: -5.4608 -0.4399 -0.1482
O: -4.3722 0.4396 -0.0336
C: -3.1130 -0.0759 -0.1291
C: -2.8081 -1.4100 -0.3252
C: -1.4858 -1.8308 -0.4041
C: -0.4533 -0.9223 -0.2963
C: 0.9883 -1.3416 -0.3722
N: 1.7201 -0.8254 0.7761
C: 3.1022 -1.2594 0.8494
C: 3.9832 -0.5175 -0.1581
C: 3.9007 0.9961 0.0383
O: 4.6133 1.7151 -0.9412
C: -0.7523 0.4249 -0.0994
C: -2.0602 0.8606 -0.0117
O: -2.4430 2.1536 0.1817
C: -1.4397 3.1313 0.2965
H: -6.3507 0.1793 -0.0462
H: -5.4553 -1.1966 0.6441
H: -5.4777 -0.9382 -1.1237
H: -3.5934 -2.1433 -0.4167
H: -1.2753 -2.8794 -0.5554
H: 1.0556 -2.4417 -0.4495
H: 1.4398 -0.9156 -1.2742
H: 1.2296 -1.0991 1.6218
H: 3.4635 -1.0388 1.8577
H: 3.2088 -2.3467 0.6793
H: 5.0170 -0.8524 -0.0321
H: 3.6769 -0.7571 -1.1772
H: 4.2579 1.2581 1.0452
H: 2.8623 1.3173 -0.0520
H: 5.5344 1.4321 -0.9230
H: 0.0708 1.1140 -0.0083
H: -1.9648 4.0743 0.4411
H: -0.8296 3.1923 -0.6108
H: -0.7891 2.9432 1.1571

Computed properties:
* ΔE to the lowest compared entry with this formula, charge and spin: 197.0 kJ/mol
* total energy: -20383.6484 eV
* LUMO level: 0.89 eV
* SMILES: COc1ccc(CNCCCO)cc1OC
* orbital gap: 8.8 eV
* HOMO: -7.951 eV
* net charge: 0

Want to see where the charge sits? The Mulliken charges in e are: -0.949, -0.399, 0.843, -0.416, -1.309, -0.347, -0.727, -0.218, -0.879, -0.491, -0.164, -0.535, -0.223, 1.237, -0.452, -0.888, 0.231, 0.368, 0.369, 0.374, 0.335, 0.374, 0.286, 0.236, 0.467, 0.336, 0.486, 0.217, 0.261, 0.004, 0.319, 0.316, 0.224, 0.356, 0.359

Computed, not measured: C12H19NO3Zr as an isolated structure at a distorted geometry, with ωB97M-V/def2-TZVPD.

Atoms and positions in Å:
C: -3.4433 -1.4766 -2.4655
C: -2.7783 -2.5447 -1.3780
C: -1.1404 -2.2306 -1.2615
C: -0.9486 -0.8627 -0.3509
C: -0.5642 -1.3609 1.1640
C: 0.0753 0.2418 -0.9998
C: 0.7357 1.4326 -0.3287
C: 0.6338 1.9112 1.2384
C: 1.6805 1.0069 2.1195
C: 2.9206 1.8389 2.7957
N: 3.7955 2.5881 1.8015
C: 1.6679 2.3320 -1.3546
O: 2.5452 3.3154 -1.1201
O: 1.2846 1.7984 -2.6860
C: 0.6681 0.4533 -2.5139
O: 0.7401 -0.3479 -3.5798
H: -2.5913 -0.9150 -3.0711
H: -4.1479 -2.0256 -3.2422
H: -4.1004 -0.6573 -1.9204
H: -2.8938 -3.6156 -1.8562
H: -3.2948 -2.4663 -0.3140
H: -0.7790 -2.0978 -2.3786
H: -0.5708 -3.1658 -0.8369
H: -2.0262 -0.3693 -0.2836
H: -0.7094 -0.4795 1.9513
H: 0.4900 -1.8780 1.2572
H: -1.3674 -2.1837 1.4812
H: 0.8993 3.0678 1.3151
H: -0.4963 1.8048 1.5528
H: 1.0536 0.4398 2.9367
H: 2.1024 0.1731 1.3768
H: 3.6359 1.0381 3.3146
H: 2.5169 2.5428 3.6400
H: 3.3975 3.5313 1.5753
H: 3.9883 2.0223 0.9408
Zr: -2.9790 -2.8613 1.4809

Computed properties:
* total energy: -21598.8706 eV
* LUMO level: -19.42 eV
* orbital gap: 2.7 eV
* HOMO: -22.091 eV
* net charge: +4

Want to see where the charge sits? The Mulliken charges in e are: -0.931, 0.203, -0.616, 0.858, -0.959, -0.308, 0.228, -0.549, -0.392, -0.806, -0.084, 0.333, -0.320, -0.137, 0.090, -0.314, 0.248, 0.353, 0.336, 0.463, -0.373, 0.413, 0.329, 0.509, 0.399, 0.433, -0.121, 0.441, 0.420, 0.357, 0.458, 0.399, 0.445, 0.384, 0.334, 1.476

Computed, not measured: a 2-piece molecular cluster, C12H19NOS overall at a distorted geometry, with ωB97M-V/def2-TZVPD.

Atoms and positions in Å:
C: -2.5246 -1.0895 1.9422
C: -1.4791 -0.1312 2.2260
O: -1.0299 0.0926 3.3465
C: -0.9489 0.7474 1.0379
C: -1.8383 1.7438 0.5958
C: -1.2763 2.5910 -0.3383
C: -0.0279 2.3493 -0.9660
C: 0.7953 1.3460 -0.4145
C: 0.3274 0.5336 0.5559
C: 1.2135 -0.4193 1.3896
C: 1.7233 -1.6959 0.5822
C: 2.4073 0.3077 1.9919
H: -2.6394 -1.8718 2.6319
H: -2.1505 -1.5069 1.0176
H: -3.4131 -0.4372 1.7671
H: -2.9061 1.9264 0.9052
H: -1.9257 3.3872 -0.6846
H: 0.2039 2.9736 -1.8465
H: 1.8037 1.0410 -0.8241
H: 0.5654 -0.7241 2.1946
H: 2.2386 -1.3495 -0.2959
H: 0.8966 -2.2615 0.4508
H: 2.3761 -2.2123 1.3430
H: 3.1743 0.4311 1.2081
H: 2.7366 -0.3479 2.7630
H: 2.1816 1.2907 2.4518
C: 0.2401 -1.2443 -3.7283
N: -0.0929 -0.3162 -2.6821
S: -1.1082 -1.1955 -1.4057
H: 0.6861 -2.1661 -3.3535
H: -0.7918 -1.6120 -4.0125
H: 0.7030 -0.8845 -4.6777
H: -0.8351 0.4232 -2.9787
H: 0.7148 0.2812 -2.1926

Computed properties:
* ΔE to the lowest compared entry with this formula, charge and spin: 80.8 kJ/mol
* total energy: -27121.9345 eV
* LUMO level: 0.38 eV
* SMILES: CC(=O)c1ccccc1C(C)C.C[NH2+][S-]
* orbital gap: 7.9 eV
* HOMO: -7.559 eV
* net charge: 0

Want to see where the charge sits? The Mulliken charges in e are: -1.182, 0.501, -0.579, 1.035, -0.820, -0.633, -0.655, -0.794, 0.978, 0.074, -1.423, -1.673, 0.416, 0.131, 0.302, 0.276, 0.336, 0.399, 0.505, 0.436, 0.250, 0.455, 0.405, 0.310, 0.528, 0.327, -0.837, -0.397, -0.320, 0.309, 0.333, 0.348, 0.426, 0.233

Computed, not measured: an isolated ion of composition C12H19O and charge +1 at a distorted geometry, with ωB97M-V/def2-TZVPD.

Atoms and positions in Å:
C: -1.6642 1.3951 -0.0880
C: -0.2501 1.4672 -0.0352
C: 0.3789 0.3313 -0.3529
C: -2.5718 0.3994 -0.1494
C: -1.0824 -1.3922 -0.0186
C: 0.3343 2.7753 0.4244
C: -4.0778 0.6279 -0.1414
C: -0.7623 -2.7959 0.2329
C: 2.7669 0.7860 -0.4881
C: 1.6398 -1.4707 -1.1281
C: 1.8965 -0.7064 1.3062
C: 1.6806 -0.3307 -0.1662
O: -2.2758 -0.9409 0.0137
H: -2.1520 2.3148 -0.0343
H: 1.1048 2.7317 1.1807
H: -0.4955 3.5118 0.6356
H: 0.7938 3.1416 -0.4916
H: -4.5612 -0.2697 -0.4478
H: -4.4282 1.3721 -0.7892
H: -4.4878 0.8041 0.8212
H: -1.8120 -3.2835 0.4305
H: 0.0340 -2.8959 1.0602
H: -0.3700 -3.0465 -0.7585
H: 2.4774 1.5713 -1.1433
H: 3.1571 1.2220 0.4407
H: 3.7046 0.3052 -1.0124
H: 2.4616 -1.3728 -1.8306
H: 0.6053 -1.4862 -1.6452
H: 1.9936 -2.3642 -0.6615
H: 2.0785 0.2466 1.8871
H: 2.7468 -1.2896 1.4141
H: 1.1366 -1.3581 1.5349

Computed properties:
* ΔE to the lowest compared entry with this formula, charge and spin: 95.5 kJ/mol
* multiplicity: 3
* total energy: -14784.7941 eV
* LUMO level (alpha / beta): -3.89 / -6.51 eV
* orbital gap (alpha / beta): 6.6 / 6.6 eV
* HOMO (alpha / beta): -10.491 / -13.131 eV
* net charge: +1
* <S²>: 2.043

Want to see where the charge sits? The Mulliken charges in e are: -0.884, 1.170, -0.742, 0.288, 0.452, -1.337, -1.551, -1.132, -1.658, -1.572, -1.800, 2.853, -0.232, 0.437, 0.314, 0.344, 0.391, 0.427, 0.456, 0.346, 0.332, 0.321, 0.303, 0.458, 0.337, 0.358, 0.446, 0.242, 0.388, 0.362, 0.506, 0.376

Computed, not measured: a 2-piece molecular cluster, C12H20 overall at a distorted geometry, with ωB97M-V/def2-TZVPD.

Atoms and positions in Å:
C: -0.9218 1.8837 1.3555
C: -0.6636 2.1251 -0.1260
C: 0.1651 3.3427 -0.3621
C: -0.5296 4.3395 -0.8989
C: -1.9691 3.9690 -1.1450
C: -1.9605 2.4364 -0.9241
H: -1.4505 2.7349 1.7857
H: -1.5640 0.9912 1.4940
H: 0.0166 1.7341 1.8782
H: -0.1594 1.2340 -0.5699
H: 1.1872 3.4416 -0.0029
H: -0.1281 5.3397 -1.1275
H: -2.3030 4.2560 -2.1564
H: -2.6095 4.4713 -0.4091
H: -2.8569 2.1170 -0.3690
H: -1.9027 1.9352 -1.8827
C: 1.2163 -2.3573 -1.9742
C: 1.2516 -2.7343 -0.8197
C: 1.0423 -3.0593 0.6053
C: 2.3174 -3.6061 1.2744
C: -0.0778 -4.1276 0.6428
C: 0.5456 -1.7749 1.2999
H: 1.2156 -2.0374 -2.9844
H: 2.0857 -3.8620 2.3181
H: 2.6484 -4.5410 0.7931
H: 3.1177 -2.8622 1.2556
H: -0.9834 -3.7607 0.1539
H: -0.3166 -4.4082 1.6774
H: 0.2367 -5.0578 0.1292
H: -0.3353 -1.3698 0.8124
H: 0.2726 -1.9786 2.3421
H: 1.3329 -0.9993 1.2941

Computed properties:
* ΔE to the lowest compared entry with this formula, charge and spin: 241.4 kJ/mol
* total energy: -12766.2028 eV
* LUMO level: 0.83 eV
* SMILES: C[C@@H]1C=CCC1.C#CC(C)(C)C
* orbital gap: 9.9 eV
* HOMO: -9.064 eV
* net charge: 0

Want to see where the charge sits? The Mulliken charges in e are: -1.433, 0.733, -0.671, -0.368, -0.618, -0.843, 0.425, 0.292, 0.345, 0.156, 0.399, 0.374, 0.343, 0.247, 0.311, 0.318, -0.122, -1.072, 2.201, -1.607, -1.622, -1.649, 0.444, 0.332, 0.408, 0.384, 0.385, 0.373, 0.391, 0.367, 0.400, 0.375

Question: Which of these has the highest net charge?
Answer: C12H19NO3Zr